(1)
{
  "formula": "C10H20Si",
  "method": "ωB97M-V/def2-TZVPD",
  "symbols": ["C", "C", "C", "C", "C", "C", "C", "C", "C", "C", "Si", "H", "H", "H", "H", "H", "H", "H", "H", "H", "H", "H", "H", "H", "H", "H", "H", "H", "H", "H", "H"],
  "coordinates": [[3.4822, 1.8615, -0.1990], [2.7813, 0.9044, -0.0606], [-3.0322, 0.4568, -0.5965], [-1.7464, -1.5594, -0.1768], [-0.3687, 2.1135, -0.4374], [-0.8373, 0.7743, 1.5903], [2.0323, -1.6605, -1.4791], [1.9144, -1.5005, 1.5062], [-1.5779, -0.0530, -0.7221], [-0.5743, 0.7731, 0.1199], [1.5907, -0.5087, -0.0487], [4.0731, 2.7306, -0.2596], [-2.9857, 1.5576, -0.9429], [-3.7857, -0.0597, -1.2271], [-3.4726, 0.2043, 0.4844], [-2.5838, -1.7602, 0.5059], [-0.7056, -1.7917, 0.3198], [-1.8186, -2.2529, -1.0799], [-1.2304, 2.7908, -0.1324], [0.5735, 2.4972, -0.0146], [-0.3881, 2.2510, -1.5686], [-0.9891, -0.2230, 1.9838], [0.0543, 1.3542, 2.1609], [-1.6679, 1.4811, 1.9294], [1.3465, -2.3982, -1.8148], [2.1124, -0.9961, -2.2855], [3.0336, -1.9975, -1.2971], [1.1458, -2.0644, 1.8526], [2.7841, -2.1562, 1.3488], [2.1095, -0.7760, 2.3822], [-1.2695, 0.0074, -1.8416]],
  "e_homo_ev": -8.06,
  "orbital_gap_ev": 8.89
}


(2)
{
  "formula": "C10H21CeClI2N3OP2",
  "method": "ωB97M-V/def2-TZVPD",
  "symbols": ["I", "I", "Ce", "P", "C", "C", "H", "H", "H", "C", "H", "H", "H", "H", "H", "H", "C", "O", "Cl", "C", "N", "C", "N", "C", "N", "C", "P", "C", "C", "H", "H", "H", "H", "H", "H", "H", "H", "H", "H", "H", "H"],
  "coordinates": [[-3.8851, 3.4087, -1.8297], [-2.6806, 4.0784, 0.4972], [-0.2155, 0.6909, -0.9641], [1.4221, 2.3785, -2.5047], [2.6231, 3.6130, -1.9800], [2.2613, 1.4732, -3.8418], [-0.6055, 2.6800, -3.8319], [0.5941, 3.9171, -4.2111], [-0.3823, 4.0086, -2.7336], [0.1522, 3.3372, -3.4042], [1.6018, 0.7237, -4.2787], [2.6054, 2.1294, -4.6370], [2.9929, 4.2116, -2.8006], [3.4669, 3.1294, -1.5031], [3.1235, 0.9381, -3.4475], [2.1815, 4.2754, -1.2457], [1.6100, 1.9028, 0.7720], [2.2288, 2.3605, 1.6122], [-1.1001, -0.3288, -3.1431], [-1.9074, -3.5085, 1.8582], [-0.7258, -3.3631, 0.9756], [0.5019, -3.2748, 1.7888], [0.4441, -2.2087, 2.8179], [-0.7671, -2.3737, 3.6535], [-2.0326, -2.4326, 2.8770], [-2.3600, -1.1259, 2.2707], [-1.0062, -0.6667, 1.1591], [-0.8581, -2.1886, 0.0605], [0.5170, -0.8664, 2.2082], [-1.7984, -4.4482, 2.4072], [-2.8229, -3.5018, 1.2440], [1.3517, -3.0855, 1.1269], [0.6012, -4.2295, 2.3309], [-0.8410, -1.5257, 4.3542], [-0.6735, -3.3291, 4.1777], [-3.2900, -1.1835, 1.6828], [-2.4500, -0.3377, 3.0329], [-0.0209, -2.1455, -0.6591], [-1.7819, -2.3187, -0.5264], [0.4724, -0.0882, 2.9893], [1.4533, -0.7250, 1.6453]],
  "charge": 3,
  "e_homo_ev": -17.66,
  "orbital_gap_ev": 4.37
}


(3)
{
  "formula": "C10H21ClHfNO3P2",
  "method": "ωB97M-V/def2-TZVPD",
  "symbols": ["C", "C", "H", "H", "H", "O", "Cl", "Hf", "P", "C", "C", "H", "H", "H", "H", "H", "H", "C", "H", "H", "H", "P", "C", "C", "H", "H", "H", "C", "H", "H", "H", "H", "H", "H", "C", "O", "O", "C", "N"],
  "coordinates": [[-3.0417, 2.0553, -2.4031], [-2.8160, 1.2805, -1.2228], [-4.0774, 2.5061, -2.2732], [-2.8673, 1.3770, -3.2709], [-2.2815, 2.8434, -2.4334], [-2.8673, 0.8380, -0.1721], [0.2562, 0.4511, -1.9537], [0.5984, -0.3399, 0.2098], [-0.5153, -2.5091, -0.7299], [-1.3395, -3.6802, 0.3616], [-1.8999, -2.0596, -1.8214], [-2.3475, -3.0121, -2.1216], [-0.1278, -4.4284, -2.1473], [-1.5110, -1.5311, -2.6891], [0.8460, -2.9982, -2.6869], [-2.0268, -3.1629, 1.0398], [-2.6036, -1.4006, -1.3069], [0.4831, -3.5688, -1.8225], [-1.8535, -4.4092, -0.2801], [1.3615, -3.9346, -1.2646], [-0.5512, -4.1673, 0.9525], [1.4826, 1.9535, 1.1833], [1.4222, 2.2807, 2.9751], [3.2089, 2.4040, 0.7571], [0.5274, 3.4195, -0.4789], [1.1743, 4.3544, 0.9355], [-0.3979, 3.4620, 1.0289], [0.6126, 3.4538, 0.6096], [3.3214, 2.4139, -0.3326], [3.4694, 3.3938, 1.1870], [1.7469, 3.3203, 3.1587], [2.1136, 1.5876, 3.4685], [3.9018, 1.6387, 1.1482], [0.4130, 2.0795, 3.3532], [-0.9768, -0.0823, 1.6284], [-1.8782, -0.2100, 2.3914], [3.8485, -2.4678, 2.2766], [3.0170, -1.8736, 1.6849], [2.1753, -1.2773, 1.0610]],
  "charge": 3,
  "e_homo_ev": -19.69,
  "orbital_gap_ev": 6.83
}